[1]
{"formula": "C19H29N2O4", "method": "ωB97M-V with the def2-TZVPD basis set", "species": ["C", "C", "C", "C", "C", "C", "C", "C", "C", "O", "C", "C", "O", "C", "N", "C", "C", "N", "C", "O", "O", "C", "C", "C", "C", "H", "H", "H", "H", "H", "H", "H", "H", "H", "H", "H", "H", "H", "H", "H", "H", "H", "H", "H", "H", "H", "H", "H", "H", "H", "H", "H", "H", "H"], "positions_angstrom": [[4.688, 2.157, 1.576], [4.163, 2.584, 0.443], [4.309, 1.917, -0.897], [4.916, 0.547, -0.820], [6.254, 0.330, -1.120], [6.814, -0.931, -1.029], [6.038, -2.008, -0.639], [4.702, -1.817, -0.336], [4.151, -0.548, -0.422], [2.786, -0.364, -0.151], [2.421, -0.499, 1.209], [0.931, -0.849, 1.196], [0.693, -1.911, 0.303], [0.104, 0.368, 0.707], [-1.167, -0.154, 0.165], [-1.711, 0.606, -0.983], [-2.897, -0.158, -1.576], [-3.887, -0.400, -0.560], [-5.108, 0.234, -0.640], [-5.405, 0.928, -1.575], [-5.864, -0.025, 0.428], [-7.209, 0.485, 0.390], [-8.126, -0.430, -0.403], [-3.396, -1.103, 0.593], [-2.213, -0.340, 1.198], [4.557, 2.699, 2.498], [5.286, 1.262, 1.630], [3.585, 3.500, 0.423], [4.931, 2.558, -1.528], [3.323, 1.856, -1.368], [6.864, 1.168, -1.423], [7.857, -1.075, -1.265], [6.466, -2.996, -0.573], [4.087, -2.654, -0.036], [2.990, -1.304, 1.688], [2.601, 0.435, 1.756], [0.605, -1.172, 2.190], [1.410, -1.882, -0.357], [-0.073, 1.086, 1.507], [0.663, 0.851, -0.097], [-0.879, -1.109, -0.166], [-0.933, 0.733, -1.736], [-2.033, 1.588, -0.630], [-3.368, 0.431, -2.366], [-2.557, -1.112, -1.996], [-7.193, 1.486, -0.050], [-7.509, 0.540, 1.437], [-8.107, -1.437, 0.006], [-9.142, -0.049, -0.355], [-7.815, -0.462, -1.445], [-4.197, -1.192, 1.326], [-3.074, -2.111, 0.300], [-1.795, -0.899, 2.035], [-2.537, 0.644, 1.543]], "atomic_forces_ev_per_a": [[0.025, 0.018, 0.205], [-0.159, 0.065, -0.232], [0.001, -0.088, 0.050], [-0.278, -0.016, -0.044], [-0.074, -0.074, 0.046], [0.084, -0.042, -0.004], [0.033, 0.011, 0.016], [-0.230, 0.111, 0.032], [0.216, -0.001, -0.062], [0.286, -0.059, -0.212], [-0.304, -0.023, 0.438], [0.236, 0.530, 0.121], [0.097, -0.445, -0.257], [0.757, -0.098, 0.244], [0.184, -0.383, -0.126], [-0.446, 0.157, -0.741], [-0.083, 0.283, -0.063], [0.073, -0.140, 0.070], [0.234, -0.132, 0.078], [-0.329, 0.269, -0.244], [0.252, -0.169, 0.045], [-0.566, 0.220, -0.146], [0.389, 0.109, 0.144], [-0.028, 0.106, 0.199], [-0.673, -0.370, 0.392], [-0.037, 0.172, 0.142], [0.111, -0.204, -0.043], [-0.024, 0.143, 0.103], [-0.071, -0.032, -0.076], [0.073, 0.077, -0.047], [0.054, 0.108, -0.048], [0.101, -0.014, -0.030], [0.043, -0.094, 0.001], [-0.080, -0.073, 0.020], [-0.088, 0.064, -0.058], [-0.011, -0.115, -0.048], [0.078, 0.059, -0.071], [-0.106, 0.002, 0.037], [-0.134, 0.014, -0.048], [-0.182, -0.016, -0.017], [-0.140, 0.403, 0.040], [0.086, -0.045, 0.160], [0.095, -0.062, 0.060], [0.198, -0.097, 0.064], [0.028, 0.036, -0.023], [0.022, -0.124, 0.160], [0.068, 0.038, -0.129], [-0.054, -0.082, 0.035], [-0.130, 0.025, -0.008], [-0.032, -0.003, -0.082], [0.194, -0.057, -0.013], [-0.009, 0.008, 0.076], [0.116, 0.055, -0.053], [0.131, -0.026, -0.051]], "mulliken_charge": [-0.984, -0.103, -0.837, 0.197, -0.698, -0.683, -0.722, -0.278, 0.696, -0.283, -1.053, 0.529, -0.699, -1.245, 0.195, -0.514, -1.029, 0.136, 0.774, -0.614, -0.396, -0.268, -1.112, -0.900, -0.575, 0.327, 0.328, 0.388, 0.510, 0.223, 0.418, 0.415, 0.421, 0.476, 0.610, 0.252, 0.535, 0.373, 0.254, 0.477, 0.556, 0.456, 0.385, 0.512, 0.304, 0.335, 0.311, 0.300, 0.386, 0.320, 0.494, 0.277, 0.445, 0.376], "total_charge": 1, "lumo_ev": -2.2347, "smiles": "C=CCc1ccccc1OC[C@H](O)C[NH+]1CCN(C(=O)OCC)CC1", "mol_weight_g_mol": 349.5, "orbital_gap_ev": 9.3, "e_above_lowest_kj_mol": 86.4}

[2]
{"formula": "C19H29N3O3S", "method": "ωB97M-V with the def2-TZVPD basis set", "species": ["C", "C", "C", "C", "C", "C", "C", "N", "C", "C", "N", "S", "O", "O", "C", "C", "C", "C", "C", "C", "C", "C", "N", "C", "C", "O", "H", "H", "H", "H", "H", "H", "H", "H", "H", "H", "H", "H", "H", "H", "H", "H", "H", "H", "H", "H", "H", "H", "H", "H", "H", "H", "H", "H", "H"], "positions_angstrom": [[5.165, 0.195, -0.685], [4.608, 1.583, -0.392], [3.132, 1.693, -0.803], [2.524, 3.061, -0.443], [3.037, 4.166, -1.363], [2.812, 3.773, -2.820], [3.456, 2.408, -3.084], [2.964, 1.352, -2.214], [1.627, 0.915, -2.577], [1.240, -0.442, -1.967], [0.446, -0.359, -0.753], [-1.005, 0.485, -0.900], [-0.836, 1.838, -0.440], [-1.512, 0.269, -2.222], [-1.994, -0.414, 0.277], [-2.143, 0.062, 1.564], [-2.882, -0.651, 2.498], [-3.458, -1.846, 2.095], [-3.304, -2.319, 0.787], [-2.568, -1.608, -0.132], [-4.031, -3.620, 0.621], [-4.657, -3.855, 2.007], [-4.239, -2.728, 2.838], [-4.579, -2.575, 4.155], [-5.452, -3.671, 4.721], [-4.206, -1.632, 4.818], [6.220, 0.143, -0.425], [5.049, -0.032, -1.741], [4.632, -0.559, -0.111], [4.680, 1.790, 0.678], [5.209, 2.329, -0.911], [2.606, 0.926, -0.226], [2.760, 3.297, 0.597], [1.436, 2.997, -0.528], [4.104, 4.330, -1.191], [2.518, 5.101, -1.140], [1.741, 3.717, -3.022], [3.245, 4.518, -3.489], [3.284, 2.102, -4.120], [4.536, 2.485, -2.940], [1.619, 0.809, -3.665], [0.837, 1.633, -2.310], [2.135, -1.031, -1.759], [0.611, -0.980, -2.677], [0.953, 0.031, 0.029], [-1.687, 1.004, 1.821], [-3.010, -0.291, 3.505], [-2.436, -1.935, -1.151], [-4.790, -3.549, -0.159], [-3.344, -4.421, 0.346], [-4.307, -4.793, 2.449], [-5.748, -3.891, 1.950], [-5.658, -3.438, 5.762], [-6.391, -3.735, 4.177], [-4.949, -4.634, 4.665]], "atomic_forces_ev_per_a": [[0.079, 0.269, 0.021], [-0.228, -0.296, -0.067], [0.142, 0.190, 0.284], [0.052, -0.108, -0.057], [-0.191, -0.042, -0.040], [0.253, -0.097, 0.077], [-0.062, 0.203, -0.140], [-0.058, -0.163, -0.098], [0.036, -0.208, -0.027], [-0.021, 0.250, -0.585], [-0.816, 0.273, 0.179], [0.243, -0.308, 0.734], [-0.062, -0.157, 0.248], [0.067, -0.336, -0.135], [0.268, 0.424, -0.366], [0.040, 0.101, -0.115], [-0.025, 0.012, 0.156], [0.344, 0.364, -0.338], [0.070, 0.174, 0.118], [-0.144, -0.101, 0.119], [0.021, -0.010, -0.070], [-0.313, -0.517, -0.037], [0.035, 0.046, -0.022], [-0.175, -0.259, 0.090], [0.048, 0.167, 0.164], [0.058, 0.196, 0.166], [0.093, -0.091, 0.030], [0.026, -0.091, -0.072], [-0.053, -0.145, 0.054], [0.011, 0.108, -0.005], [0.024, 0.117, 0.047], [0.100, 0.019, 0.001], [-0.060, -0.032, 0.058], [-0.011, 0.036, 0.049], [0.042, 0.077, -0.001], [0.085, 0.020, 0.034], [-0.065, 0.045, -0.062], [-0.056, 0.015, -0.060], [0.078, -0.020, 0.035], [0.041, 0.051, -0.097], [-0.052, 0.047, 0.024], [0.129, 0.062, -0.186], [-0.077, -0.004, 0.008], [0.224, -0.059, -0.071], [-0.040, 0.030, 0.168], [0.021, 0.119, 0.111], [0.009, 0.015, -0.009], [-0.034, -0.148, -0.151], [-0.004, -0.059, 0.024], [-0.057, -0.021, 0.007], [-0.092, 0.063, -0.070], [0.110, -0.064, 0.001], [0.027, 0.026, -0.031], [-0.074, -0.074, -0.060], [-0.009, -0.111, -0.039]], "mulliken_charge": [-1.349, -0.770, 0.159, -0.878, -0.682, -0.643, -0.867, 0.123, -0.235, -1.277, -0.180, 1.518, -0.710, -0.711, -0.057, -0.402, -1.404, 0.042, 0.776, -0.782, -0.716, -0.802, 0.153, 0.868, -1.330, -0.626, 0.453, 0.294, 0.267, 0.384, 0.399, 0.187, 0.435, 0.140, 0.298, 0.406, 0.271, 0.420, 0.530, 0.381, 0.333, 0.432, 0.470, 0.425, 0.377, 0.536, 0.545, 0.496, 0.322, 0.308, 0.340, 0.335, 0.354, 0.322, 0.324], "total_charge": 0, "lumo_ev": 0.5286, "smiles": "CC[C@H]1CCCCN1CCNS(=O)(=O)c1ccc2c(c1)CCN2C(C)=O", "mol_weight_g_mol": 379.5, "orbital_gap_ev": 8.7, "e_above_lowest_kj_mol": 62.4}

[3]
{"formula": "C19H29N3O5S2", "method": "ωB97M-V with the def2-TZVPD basis set", "species": ["C", "N", "C", "S", "O", "O", "C", "C", "C", "C", "S", "O", "O", "N", "C", "C", "C", "C", "C", "O", "N", "C", "C", "C", "C", "C", "C", "C", "C", "H", "H", "H", "H", "H", "H", "H", "H", "H", "H", "H", "H", "H", "H", "H", "H", "H", "H", "H", "H", "H", "H", "H", "H", "H", "H", "H", "H", "H"], "positions_angstrom": [[5.818, 2.578, -2.449], [4.994, 1.905, -3.420], [5.179, 0.480, -3.522], [3.408, 2.415, -3.474], [2.767, 1.722, -4.549], [3.414, 3.846, -3.465], [2.708, 1.832, -1.920], [2.173, 0.559, -1.864], [1.715, 0.073, -0.649], [1.809, 0.872, 0.476], [1.210, 0.273, 2.059], [0.798, -1.094, 1.878], [2.192, 0.563, 3.059], [-0.083, 1.309, 2.264], [-0.311, 1.836, 3.596], [-1.068, 0.847, 4.480], [-2.361, 0.407, 3.798], [-2.037, -0.189, 2.429], [-3.291, -0.587, 1.658], [-4.353, -0.012, 1.771], [-3.083, -1.611, 0.807], [-4.091, -2.124, -0.096], [-4.263, -3.642, 0.072], [-3.399, -4.249, -1.029], [-3.651, -3.310, -2.206], [-3.677, -1.916, -1.570], [-1.284, 0.862, 1.597], [2.341, 2.147, 0.418], [2.801, 2.633, -0.796], [5.539, 3.628, -2.461], [6.865, 2.481, -2.737], [5.686, 2.171, -1.438], [4.469, 0.114, -4.260], [6.193, 0.273, -3.867], [5.016, -0.031, -2.564], [2.105, -0.020, -2.772], [1.299, -0.917, -0.551], [0.671, 2.057, 4.016], [-0.878, 2.766, 3.487], [-1.283, 1.311, 5.443], [-0.430, -0.023, 4.651], [-2.878, -0.335, 4.409], [-3.034, 1.257, 3.665], [-1.381, -1.055, 2.553], [-2.170, -2.038, 0.765], [-5.005, -1.580, 0.155], [-3.975, -3.967, 1.071], [-5.307, -3.912, -0.089], [-3.667, -5.280, -1.252], [-2.346, -4.222, -0.744], [-4.621, -3.536, -2.650], [-2.892, -3.394, -2.982], [-2.684, -1.464, -1.602], [-4.361, -1.247, -2.088], [-0.984, 0.453, 0.630], [-1.929, 1.729, 1.428], [2.394, 2.732, 1.322], [3.211, 3.625, -0.894]], "atomic_forces_ev_per_a": [[0.153, 0.334, 0.261], [-0.965, 0.421, -0.244], [-0.080, -0.424, -0.128], [0.189, -0.078, -0.009], [0.012, -0.300, 0.170], [0.103, 0.026, 0.338], [0.262, 0.140, -0.636], [-0.031, -0.045, -0.051], [-0.012, -0.124, 0.073], [-0.209, -0.283, 0.311], [0.053, 0.348, -0.478], [-0.071, 0.146, -0.182], [-0.052, 0.294, 0.085], [0.868, -0.495, -0.079], [0.248, -0.012, 0.725], [-0.123, 0.176, -0.170], [0.126, -0.185, -0.032], [-0.350, 0.282, 0.033], [0.595, -0.085, 0.293], [-0.346, 0.300, 0.087], [0.110, -0.311, -0.211], [-0.227, 0.111, 0.072], [0.081, -0.015, -0.001], [-0.217, -0.035, -0.076], [0.119, -0.008, -0.019], [-0.118, -0.041, -0.112], [-0.295, -0.387, -0.354], [0.119, 0.095, -0.076], [-0.015, 0.102, 0.212], [0.215, 0.061, 0.135], [-0.024, -0.010, 0.003], [0.040, -0.009, 0.001], [0.127, -0.227, -0.012], [-0.016, 0.015, 0.014], [0.039, -0.014, -0.002], [-0.052, -0.136, -0.049], [-0.048, -0.106, -0.072], [-0.158, 0.175, 0.094], [0.061, -0.030, -0.040], [0.051, -0.027, 0.044], [0.037, -0.012, 0.110], [-0.070, 0.050, -0.003], [-0.068, -0.013, 0.021], [-0.120, 0.055, -0.042], [0.024, 0.103, 0.130], [0.137, -0.094, -0.047], [-0.102, 0.006, 0.065], [-0.060, -0.040, -0.007], [0.100, -0.074, 0.021], [0.111, -0.040, 0.015], [-0.029, -0.045, -0.059], [-0.043, -0.020, -0.098], [-0.005, 0.049, -0.008], [0.038, 0.098, -0.025], [-0.232, 0.057, -0.100], [0.052, -0.034, -0.035], [0.035, 0.187, 0.055], [0.029, 0.130, 0.089]], "mulliken_charge": [-0.871, 0.032, -0.872, 1.224, -0.709, -0.708, 0.120, -0.641, -0.283, -0.131, 1.500, -0.710, -0.768, 0.229, -0.958, -0.484, -1.134, 0.989, -0.162, -0.714, -0.109, -0.113, -0.910, -0.573, -0.575, -0.745, -1.463, -0.495, -0.814, 0.311, 0.334, 0.317, 0.313, 0.335, 0.311, 0.505, 0.587, 0.471, 0.421, 0.428, 0.332, 0.465, 0.272, 0.388, 0.305, 0.527, 0.360, 0.304, 0.373, 0.248, 0.273, 0.364, 0.192, 0.312, 0.440, 0.397, 0.460, 0.502], "total_charge": 0, "lumo_ev": -0.0532, "smiles": "CN(C)S(=O)(=O)c1ccc(S(=O)(=O)N2CCC[C@@H](C(=O)NC3CCCC3)C2)cc1", "mol_weight_g_mol": 443.6, "orbital_gap_ev": 9.4}

[4]
{"formula": "C19H29N3S", "method": "ωB97M-V with the def2-TZVPD basis set", "species": ["S", "C", "N", "C", "C", "C", "C", "C", "C", "C", "C", "N", "C", "C", "N", "C", "C", "C", "C", "C", "C", "C", "C", "H", "H", "H", "H", "H", "H", "H", "H", "H", "H", "H", "H", "H", "H", "H", "H", "H", "H", "H", "H", "H", "H", "H", "H", "H", "H", "H", "H", "H"], "positions_angstrom": [[-2.013, -1.822, -1.190], [-1.749, -0.227, -0.817], [-2.407, 0.709, -1.566], [-2.977, 1.954, -1.071], [-3.614, 1.827, 0.322], [-4.538, 0.642, 0.394], [-5.685, 0.593, -0.390], [-6.508, -0.518, -0.365], [-6.195, -1.595, 0.447], [-5.063, -1.550, 1.240], [-4.241, -0.438, 1.213], [-0.922, 0.169, 0.183], [-0.359, -0.828, 1.071], [1.018, -1.283, 0.591], [1.887, -0.123, 0.519], [3.304, -0.435, 0.390], [4.165, 0.748, 0.841], [5.634, 0.338, 0.889], [6.095, -0.147, -0.483], [5.227, -1.306, -0.961], [3.758, -0.896, -1.002], [1.348, 0.817, -0.440], [-0.026, 1.299, 0.045], [-3.003, 0.235, -2.233], [-3.735, 2.252, -1.797], [-2.220, 2.745, -1.049], [-2.829, 1.723, 1.072], [-4.163, 2.750, 0.526], [-5.936, 1.431, -1.025], [-7.393, -0.545, -0.984], [-6.832, -2.467, 0.460], [-4.812, -2.387, 1.875], [-3.355, -0.410, 1.831], [-1.039, -1.679, 1.122], [-0.262, -0.368, 2.059], [1.431, -1.998, 1.304], [0.899, -1.785, -0.383], [3.486, -1.258, 1.094], [3.828, 1.081, 1.824], [4.053, 1.581, 0.145], [6.244, 1.186, 1.208], [5.764, -0.463, 1.620], [7.140, -0.461, -0.434], [6.027, 0.676, -1.199], [5.549, -1.627, -1.954], [5.346, -2.153, -0.281], [3.631, -0.080, -1.718], [3.146, -1.737, -1.333], [2.013, 1.676, -0.524], [1.219, 0.366, -1.441], [-0.420, 2.016, -0.671], [0.083, 1.774, 1.024]], "atomic_forces_ev_per_a": [[-0.095, -0.605, -0.213], [-0.130, -0.268, -0.256], [0.037, 0.136, -0.166], [0.184, 0.261, 0.414], [0.011, 0.026, -0.206], [0.029, 0.062, 0.159], [0.029, -0.009, 0.020], [-0.077, 0.022, -0.104], [-0.016, -0.100, 0.052], [-0.047, -0.063, 0.046], [-0.074, 0.078, 0.000], [-0.286, 0.081, -0.103], [0.164, -0.524, 0.201], [-0.223, 0.033, 0.077], [-0.042, -0.007, 0.127], [0.096, 0.306, -0.171], [0.053, -0.364, 0.207], [0.007, 0.270, -0.248], [0.069, -0.256, 0.209], [0.013, 0.234, -0.236], [-0.032, -0.258, 0.313], [-0.161, 0.140, 0.119], [0.287, 0.367, -0.249], [0.208, 0.024, 0.096], [0.085, -0.015, 0.019], [-0.159, 0.015, -0.058], [-0.056, 0.069, 0.028], [0.062, 0.039, 0.049], [-0.038, 0.096, -0.071], [-0.073, -0.004, -0.039], [-0.054, -0.070, 0.003], [0.021, -0.078, 0.046], [0.113, 0.015, 0.036], [0.059, 0.146, 0.044], [0.044, -0.013, -0.021], [0.000, -0.016, 0.007], [0.001, -0.015, 0.087], [0.021, 0.020, -0.026], [-0.068, 0.043, -0.009], [-0.038, 0.091, -0.044], [0.031, -0.045, 0.081], [0.040, -0.022, 0.081], [0.038, 0.059, -0.065], [0.043, 0.053, -0.056], [0.018, -0.093, 0.035], [0.029, -0.085, 0.003], [-0.056, 0.041, -0.069], [-0.064, 0.029, -0.081], [-0.018, 0.023, -0.061], [0.042, 0.073, 0.026], [-0.039, 0.000, 0.052], [0.014, 0.059, -0.082]], "mulliken_charge": [-0.310, 0.085, -0.219, -0.994, -0.852, 0.478, -0.312, -0.652, -0.421, -0.728, -0.020, 0.685, -1.545, -0.624, 0.261, -0.382, -0.767, -0.777, -0.633, -0.781, -0.592, -0.712, -0.872, 0.346, 0.598, 0.273, 0.297, 0.498, 0.346, 0.376, 0.387, 0.378, 0.326, 0.700, 0.353, 0.491, 0.264, 0.334, 0.363, 0.283, 0.355, 0.374, 0.329, 0.307, 0.347, 0.348, 0.302, 0.371, 0.480, 0.239, 0.390, 0.229], "total_charge": 0, "lumo_ev": 0.7747, "smiles": "S=C(NCCc1ccccc1)N1CCN(C2CCCCC2)CC1", "mol_weight_g_mol": 331.5, "orbital_gap_ev": 8.5, "e_above_lowest_kj_mol": 32.5}